No. 1
ORCA calculation (the ωB97M-V functional and the def2-TZVPD basis) on one molecule with the formula C11H13N.

Structure (XYZ):
```
25
Properties=species:S:1:pos:R:3:forces:R:3:nbo_charge:R:1
C 3.676622 0.061425 -0.316926 -2.043 0.319 0.764 -0.2290
C 3.084749 -0.813584 0.606229 -0.692 0.830 -0.759 -0.1971
C 2.797736 0.879107 -0.994696 -0.841 1.069 -1.004 -0.2040
C 1.688424 -0.862560 0.826842 2.382 -0.189 -0.938 -0.1906
C 1.401585 0.752749 -0.861119 0.028 2.152 -1.320 -0.1754
C 0.798465 -0.084045 0.087967 1.095 0.762 -0.125 -0.1297
C -2.824612 -0.491276 -1.118161 -2.543 0.648 -1.768 -0.0227
C -2.846622 0.723304 -0.253938 1.970 0.882 0.050 -0.4585
C -1.389062 1.186059 0.168188 -0.089 -0.948 -2.668 -0.4528
C -0.565991 -0.029082 0.466812 -0.115 -0.713 -0.925 0.1548
C -1.094678 -1.233697 1.177280 1.113 0.678 0.590 -0.6703
N -1.885239 -1.083555 -1.620988 1.446 -0.689 0.102 -0.2267
H 4.703815 0.311127 -0.372126 0.975 -0.440 0.047 0.2134
H 3.789352 -1.350316 1.170113 0.325 -1.069 1.027 0.2059
H 3.200717 1.728155 -1.603175 -0.495 -1.022 0.308 0.2089
H 1.331389 -1.518387 1.565703 -0.352 -0.671 0.877 0.2067
H 0.776433 1.483595 -1.498596 1.058 -1.402 1.137 0.2023
H -3.861647 -0.743226 -1.599559 1.193 0.165 0.921 0.1974
H -3.319034 1.517873 -0.802794 -0.351 0.373 -0.327 0.2331
H -3.481582 0.498434 0.550516 -0.812 -0.107 1.463 0.2197
H -0.898106 1.696767 -0.760551 -1.097 -0.787 1.724 0.2238
H -1.348586 1.917833 0.957338 -0.383 0.272 0.495 0.2312
H -0.879972 -2.201882 0.724296 0.127 0.249 -0.154 0.2397
H -2.113557 -1.111165 1.298340 -2.291 -0.147 0.090 0.2068
H -0.740587 -1.233655 2.202995 0.389 -0.215 0.395 0.2131
```
Forces are in eV/Å.

Output
- electronic energy (Eh) = -481.5670
- Kohn-Sham gap (alpha / beta) (eV) = 8.92 / 6.77

---

No. 2
ORCA calculation (the ωB97M-V functional and the def2-TZVPD basis) on a 2-piece molecular cluster, C3H14N2O overall.

Structure (XYZ):
```
20
Properties=species:S:1:pos:R:3:forces:R:3:nbo_charge:R:1
C -0.780577 -0.092976 1.357685 -0.146 0.544 -0.240 -0.2110
C 0.111361 -0.819703 0.347315 -0.248 -0.192 0.840 -0.4698
C 1.579159 -0.435658 0.529261 0.155 -0.528 0.227 -0.2281
N 2.152726 0.314381 -0.641240 -0.557 0.255 0.039 -0.6649
N -2.234905 -0.176016 0.935915 0.117 0.260 0.163 -0.6691
H -0.549462 0.978370 1.404757 -0.045 -0.227 -0.003 0.2303
H -0.738798 -0.495401 2.364984 0.117 -0.091 0.060 0.2516
H -0.281752 -0.579477 -0.622665 0.145 0.085 -0.769 0.2506
H 0.017456 -1.894956 0.497560 -0.043 -0.033 -0.121 0.2596
H 1.710667 0.114019 1.449239 0.192 0.663 -0.003 0.2436
H 2.212442 -1.304541 0.668448 -0.002 -0.231 -0.234 0.2580
H 3.121888 0.611620 -0.479341 -0.049 -0.215 -0.147 0.4678
H 2.074502 -0.261818 -1.483203 0.466 -0.087 0.028 0.4501
H 1.603287 1.146007 -0.870283 -0.090 0.240 0.087 0.4563
H -2.819505 0.362341 1.582071 -0.061 -0.121 0.100 0.4623
H -2.560591 -1.142858 0.949148 -0.179 -0.098 -0.095 0.4541
H -2.403426 0.225201 0.006194 0.152 -0.213 0.003 0.4510
H -0.305893 0.677786 -3.154469 -0.445 0.359 0.074 0.5028
H -1.313393 1.691028 -2.520434 0.086 0.105 -0.378 0.5076
O -0.595185 1.082655 -2.320939 0.438 -0.477 0.367 -1.0028
```
Forces are in eV/Å.

Output
- total charge = +2
- electronic energy (Eh) = -306.8437
- Kohn-Sham gap (eV) = 12.57

---

No. 3
ORCA calculation (the ωB97M-V functional and the def2-TZVPD basis) on C30H29F6N5O7PbS3 as an isolated structure.

Structure (XYZ):
```
81
Properties=species:S:1:pos:R:3:forces:R:3:lowdin_charge:R:1
Pb -0.066392 -0.091618 -1.401833 -0.152 -0.034 0.046 1.4767
O -1.795959 -1.391803 -0.850814 0.028 -0.109 -0.082 -0.2736
C -1.873288 -2.430577 -0.061680 -0.041 0.114 0.060 -0.3655
C -3.082727 -3.163967 -0.025971 -0.002 -0.005 0.015 -0.0375
C -3.240088 -4.276175 0.776824 0.014 0.007 0.004 -0.1396
C -2.196108 -4.722478 1.585139 -0.006 0.015 -0.013 -0.1468
C -0.998831 -4.021484 1.558941 0.008 -0.009 0.005 -0.0714
C -0.819768 -2.889800 0.772772 0.018 0.031 -0.060 -0.0941
C 0.487380 -2.161217 0.812784 0.167 -0.378 0.093 -0.5047
N 1.566830 -2.865351 0.900931 -0.088 0.211 0.028 0.0762
C 2.842046 -2.166347 0.904014 -0.040 0.010 0.059 -0.2207
C 3.039922 -0.963075 -0.046150 0.018 -0.076 -0.005 -0.2335
N 2.323969 -1.147965 -1.296275 0.103 0.051 -0.165 -0.0365
C 2.983937 -1.591926 -2.288626 -0.052 -0.024 -0.012 -0.1071
C 2.476831 -1.916093 -3.609934 -0.021 0.023 0.012 -0.1420
C 3.423954 -2.284843 -4.575181 0.008 0.004 0.012 -0.0864
C 3.074904 -2.651398 -5.855371 -0.031 0.001 0.001 -0.1405
C 1.710858 -2.664260 -6.183995 0.018 -0.001 -0.004 -0.1173
C 0.754158 -2.320717 -5.263479 -0.006 0.008 0.020 -0.0222
C 1.084901 -1.921916 -3.934241 0.018 -0.049 -0.006 -0.3720
O 0.144272 -1.627423 -3.113261 0.027 0.034 -0.035 -0.2291
H -3.884202 -2.817446 -0.667824 0.004 0.002 0.002 0.1014
H -4.187595 -4.806840 0.769676 0.002 -0.003 0.003 0.0815
H -2.312201 -5.597655 2.213612 0.002 -0.002 0.000 0.0725
H -0.153709 -4.345102 2.155727 0.002 -0.009 -0.003 0.0939
H 1.363147 -0.019363 2.069655 0.160 0.085 0.148 0.0868
H 3.596825 -2.914203 0.636627 0.003 0.005 -0.004 0.0907
H 3.104556 -1.830114 1.920496 -0.012 -0.009 -0.022 0.0943
H 4.118832 -0.854306 -0.238151 -0.001 -0.044 0.004 0.1033
H 2.695354 -0.035047 0.402403 -0.024 0.012 0.015 0.0450
H 4.063577 -1.770938 -2.162596 0.003 -0.012 -0.006 0.1178
H 4.470862 -2.276278 -4.283126 0.001 -0.002 -0.006 0.0955
H 3.827578 -2.923608 -6.584177 0.003 0.000 0.002 0.0766
H 1.402536 -2.948568 -7.185068 0.003 -0.001 0.000 0.0893
H -0.298165 -2.328142 -5.516722 -0.003 0.005 -0.002 0.1019
C -1.378544 3.176574 4.254243 -0.010 -0.006 0.011 -0.0793
C -1.471111 2.230384 3.062435 0.021 0.003 0.010 -0.1919
N -0.644088 2.642443 1.928794 -0.042 0.017 -0.051 -0.1035
C -1.283799 3.391590 0.843802 -0.044 0.008 0.011 -0.2445
C -1.205382 4.896488 1.049426 0.026 0.008 0.002 -0.0699
C 0.657507 2.362156 1.876434 0.170 -0.053 0.200 -0.8149
S 1.672572 2.706203 0.599086 0.080 0.108 0.067 0.6386
N 1.181782 1.786111 3.059823 0.079 0.158 -0.239 0.0920
C 1.561214 0.579580 2.974654 -0.278 -0.286 0.326 -0.1077
O 0.426342 -0.857478 0.766616 -0.137 0.051 -0.140 -0.3040
C 2.153582 -0.106797 4.157767 0.072 0.166 -0.267 -0.1888
C 3.433888 0.222490 4.586745 -0.009 0.071 0.115 -0.0380
C 4.005993 -0.450613 5.657458 -0.025 0.016 -0.025 -0.0981
C 3.300449 -1.457416 6.301600 0.024 -0.011 0.022 -0.1115
C 2.025025 -1.793911 5.868690 -0.024 0.035 -0.026 -0.0898
C 1.455319 -1.126618 4.793874 0.016 -0.111 -0.018 -0.0267
H -1.993039 2.801782 5.076094 -0.006 0.001 -0.007 0.0677
H -1.728728 4.175213 3.992297 0.002 0.000 -0.001 0.0562
H -0.347112 3.245184 4.597388 -0.002 0.000 0.003 0.0632
H -2.495192 2.174716 2.694893 -0.005 -0.002 0.003 0.1191
H -1.186371 1.222724 3.358829 -0.001 -0.006 -0.002 0.1120
H -2.315500 3.050558 0.771031 -0.003 0.008 0.001 0.1122
H -0.794609 3.123696 -0.086290 0.007 -0.020 -0.041 0.0552
H -1.759108 5.215712 1.935489 -0.002 0.000 -0.014 0.0570
H -1.620008 5.393999 0.173745 -0.024 0.003 0.000 0.0602
H -0.162974 5.201327 1.157250 -0.003 -0.005 0.007 0.0652
H 3.973585 1.010015 4.074964 -0.003 -0.006 0.002 0.1145
H 5.004730 -0.189443 5.985420 0.006 -0.011 0.004 0.0935
H 3.748168 -1.987694 7.133401 0.000 0.002 0.002 0.0907
H 1.474880 -2.586891 6.359570 0.003 -0.002 0.001 0.0974
H 0.471936 -1.406716 4.435790 0.001 -0.010 -0.032 0.1200
F -5.423715 2.569989 -2.696088 -0.003 -0.008 0.000 0.1298
C -4.667891 3.599964 -2.314760 -0.008 -0.019 0.015 -0.6781
F -5.066371 4.682427 -2.990748 -0.004 0.028 -0.007 0.1193
F -4.903552 3.825327 -1.011303 -0.001 -0.003 0.005 0.1104
S -2.870669 3.258667 -2.540305 -0.092 -0.071 0.013 0.5678
O -2.641102 2.063928 -1.774345 0.019 0.048 -0.028 -0.3283
O -2.238389 4.473470 -2.101138 -0.002 -0.004 -0.021 -0.2853
N -2.903716 3.084067 -4.102509 0.110 0.054 -0.005 -0.3002
S -1.797947 2.298457 -4.906172 -0.043 -0.010 0.044 0.5621
O -1.684161 2.840947 -6.227790 -0.017 -0.002 -0.035 -0.2938
O -0.611618 2.004704 -4.154090 0.017 0.022 -0.010 -0.3143
C -2.597251 0.658441 -5.175768 -0.002 -0.012 0.015 -0.6775
F -3.791236 0.806962 -5.772665 -0.009 0.007 -0.015 0.1133
F -2.779925 0.015151 -4.031616 0.003 0.004 0.005 0.1420
F -1.832028 -0.089807 -5.977173 0.014 -0.012 -0.001 0.1235
```
Forces are in eV/Å.

Output
- total charge = -2
- electronic energy (Eh) = -3947.8093
- Kohn-Sham gap (eV) = 6.44

---

No. 4
ORCA calculation (the ωB97M-V functional and the def2-TZVPD basis) on C3H7NO2S as an isolated structure.

Structure (XYZ):
```
14
Properties=species:S:1:pos:R:3:forces:R:3:nbo_charge:R:1
C -0.794941 1.969217 0.081491 1.096 -5.431 -0.158 0.0630
C 1.184092 -1.133174 0.412008 1.096 5.028 -2.672 -0.6084
C 0.174771 -1.002726 -0.789954 -0.440 -4.033 4.163 -0.6340
N 0.387142 1.971522 -0.291705 -0.210 1.423 0.523 -0.6219
O -1.519276 -0.789511 1.307050 0.265 -0.452 0.676 -0.9308
O -2.393345 -0.327129 -0.938434 -1.560 -0.693 -1.498 -0.9482
S -1.319660 -0.291452 -0.018961 1.027 3.733 -0.445 1.9786
H -1.543022 2.367383 0.724154 -0.308 1.153 0.273 0.2072
H 1.479562 -0.034160 0.698056 -0.885 -1.840 -0.202 0.2075
H 0.775500 -1.564064 1.211041 -1.671 -1.805 3.126 0.2200
H 2.160821 -1.496264 0.249834 0.851 -1.126 -0.959 0.2189
H -0.116585 -2.066608 -1.133063 0.196 1.901 0.163 0.2488
H 0.585449 -0.399776 -1.486279 0.747 1.910 -2.601 0.2412
H 0.939495 2.796745 -0.025235 -0.202 0.233 -0.389 0.3579
```
Forces are in eV/Å.

Output
- electronic energy (Eh) = -721.7943
- Kohn-Sham gap (alpha / beta) (eV) = 8.85 / 8.85

---

No. 5
ORCA calculation (the ωB97M-V functional and the def2-TZVPD basis) on a 2-piece molecular cluster, C4H12OS2 overall.

Structure (XYZ):
```
19
Properties=species:S:1:pos:R:3:forces:R:3:lowdin_spin:R:1
C -0.763925 2.217390 0.221490 -0.295 -0.111 -0.692 0.0138
C 0.694507 2.258560 -0.238761 -0.340 0.715 -1.151 0.0550
S 0.771079 1.787319 -2.047262 -0.832 2.284 0.861 0.3836
S 1.412936 -0.387243 -2.212653 0.910 -2.408 -0.238 0.4370
C 0.487573 -1.202722 -0.879977 1.100 -0.522 -0.032 0.0482
C -0.608104 -2.174115 -1.304374 -0.133 0.049 -0.119 0.0141
H -0.940136 1.959717 1.267578 0.113 0.039 0.071 0.0010
H -1.215402 1.484711 -0.442106 -0.297 -0.566 0.380 0.0025
H -1.350145 3.098985 -0.051898 0.393 0.339 0.270 0.0024
H 1.323096 1.645809 0.398462 0.284 -0.297 -0.101 0.0055
H 1.093076 3.271544 -0.283985 0.070 0.040 0.583 0.0133
H 1.290627 -1.736822 -0.350710 -0.355 -0.105 0.086 0.0105
H 0.140888 -0.470966 -0.159552 -0.416 0.351 -0.072 0.0067
H -1.415002 -2.157997 -0.568244 -0.162 -0.179 -0.054 0.0012
H -0.259770 -3.203341 -1.433694 0.173 0.096 0.218 0.0032
H -0.999285 -1.901573 -2.282427 -0.203 0.261 0.032 0.0012
H 0.453364 -0.803802 3.446826 -0.010 0.313 -0.017 0.0002
H 0.092432 -2.232459 3.224291 -0.138 -0.229 -0.094 0.0001
O -0.207808 -1.452996 3.696996 0.136 -0.069 0.069 0.0006
```
Forces are in eV/Å.

Output
- multiplicity = 2
- total charge = -1
- electronic energy (Eh) = -1031.1834
- Kohn-Sham gap (alpha / beta) (eV) = 3.50 / 6.01